Formula: C65H150N10O10
Source: the OMol25 dataset
Level of theory: the ωB97M-V functional and the def2-TZVPD basis

Gap between HOMO and LUMO: 8.65 eV
Strongest force on any atom: 2.8 eV/Å
Calculated total energy: -105205.326 eV
Energy relative to the best compared isomer or geometry (same formula, charge and spin): 0.0 kcal per mole
SMILES string: CC1(C)CCCC(C)(C)N1O.CC1(C)CCCC(C)(C)N1O.CC1(C)CCCC(C)(C)N1O.CC1(C)CCCC(C)(C)N1O.CC1(C)CCCC(C)(C)N1O.COC[C@H](C)N.COC[C@H](C)N.COC[C@H](C)N.COC[C@H](C)N.COC[C@H](C)N
E_HOMO: -8.14 eV

```
235
C65H150N10O10 (the ωB97M-V functional and the def2-TZVPD basis)
C -22.117 -21.448 5.010
C -21.879 -20.723 6.302
C -20.592 -19.871 6.200
C -22.995 -19.775 6.709
C -24.245 -20.538 7.105
C -23.915 -21.491 8.300
C -22.763 -22.430 8.042
C -22.273 -23.048 9.327
C -23.171 -23.575 7.040
N -21.646 -21.610 7.502
O -20.524 -22.533 7.276
H -22.102 -20.726 4.188
H -21.363 -22.200 4.796
H -23.062 -21.961 4.975
H -19.797 -20.490 5.800
H -20.726 -19.068 5.449
H -20.368 -19.471 7.171
H -22.726 -19.032 7.480
H -23.035 -19.216 5.766
H -25.044 -19.856 7.440
H -24.775 -20.955 6.229
H -24.731 -22.121 8.662
H -23.721 -20.883 9.197
H -22.954 -23.822 9.734
H -22.153 -22.262 10.103
H -21.326 -23.521 9.092
H -22.299 -24.002 6.502
H -23.968 -23.222 6.398
H -23.664 -24.401 7.555
H -19.831 -22.155 7.828
C -19.674 -25.146 11.895
C -18.443 -26.043 12.203
C -18.773 -27.468 11.703
C -17.274 -25.430 11.437
C -15.948 -25.907 11.940
C -15.780 -25.646 13.426
C -16.889 -26.409 14.176
C -16.727 -27.982 14.093
C -16.909 -26.009 15.674
N -18.164 -25.926 13.634
O -19.242 -26.487 14.454
H -19.750 -24.813 10.846
H -20.571 -25.680 12.198
H -19.665 -24.271 12.544
H -19.317 -27.448 10.786
H -17.827 -27.995 11.617
H -19.440 -27.886 12.469
H -17.435 -25.605 10.369
H -17.228 -24.338 11.625
H -15.902 -26.974 11.706
H -15.133 -25.423 11.400
H -16.001 -24.602 13.576
H -14.869 -25.921 13.894
H -17.704 -28.411 14.331
H -15.933 -28.288 14.784
H -16.392 -28.292 13.084
H -17.526 -26.648 16.334
H -17.252 -24.988 15.654
H -15.897 -25.925 16.087
H -19.806 -25.736 14.650
C -14.897 -19.287 1.060
C -15.411 -18.062 1.831
C -14.282 -17.001 1.753
C -16.722 -17.684 1.112
C -17.439 -16.574 1.818
C -17.716 -17.159 3.278
C -16.480 -17.599 4.059
C -15.749 -16.394 4.591
C -17.043 -18.370 5.240
N -15.710 -18.493 3.217
O -14.546 -18.953 3.924
H -14.437 -19.067 0.084
H -14.189 -19.906 1.636
H -15.712 -20.026 0.858
H -13.955 -16.926 0.686
H -14.707 -16.030 2.006
H -13.413 -17.299 2.388
H -16.497 -17.493 0.045
H -17.358 -18.566 1.270
H -16.887 -15.647 1.873
H -18.385 -16.420 1.356
H -18.346 -18.012 3.080
H -18.301 -16.519 3.948
H -14.893 -16.681 5.205
H -16.469 -15.914 5.248
H -15.421 -15.779 3.794
H -17.289 -19.430 5.060
H -18.065 -18.021 5.520
H -16.421 -18.301 6.135
H -14.613 -19.902 4.028
C -15.731 -22.521 4.379
C -14.541 -23.184 5.066
C -13.842 -24.082 4.022
C -13.630 -22.099 5.603
C -12.526 -22.614 6.527
C -13.281 -23.248 7.707
C -14.209 -24.416 7.307
C -13.322 -25.642 6.912
C -14.937 -24.742 8.633
N -15.097 -23.917 6.238
O -15.956 -24.982 5.822
H -16.444 -23.266 4.111
H -16.157 -21.808 5.089
H -15.470 -22.006 3.452
H -13.778 -23.441 3.127
H -12.839 -24.402 4.327
H -14.430 -24.964 3.725
H -13.107 -21.632 4.750
H -14.200 -21.284 6.093
H -11.929 -23.335 5.992
H -11.823 -21.826 6.817
H -13.804 -22.422 8.243
H -12.531 -23.607 8.459
H -12.749 -25.501 6.023
H -13.914 -26.586 6.857
H -12.608 -25.615 7.739
H -14.175 -24.974 9.369
H -15.634 -25.567 8.598
H -15.458 -23.844 8.983
H -16.871 -24.609 5.803
C -21.154 -15.492 16.020
C -20.009 -16.524 15.840
C -19.144 -16.418 17.118
C -20.556 -17.909 15.595
C -19.543 -18.925 15.164
C -18.933 -18.481 13.848
C -18.282 -17.080 13.930
C -16.900 -17.153 14.611
C -18.119 -16.544 12.488
N -19.211 -16.166 14.645
O -18.638 -14.871 14.808
H -20.879 -14.470 16.243
H -21.702 -15.547 15.065
H -21.806 -15.883 16.811
H -18.421 -17.267 17.080
H -18.627 -15.479 17.301
H -19.800 -16.665 17.960
H -21.174 -18.276 16.431
H -21.320 -17.930 14.782
H -18.820 -19.033 15.992
H -19.871 -19.960 15.048
H -19.688 -18.507 13.048
H -18.137 -19.132 13.486
H -17.012 -17.568 15.596
H -16.499 -16.113 14.650
H -16.156 -17.714 14.073
H -19.078 -16.203 12.103
H -17.705 -17.159 11.700
H -17.459 -15.653 12.401
H -17.951 -14.950 15.487
C -17.996 -13.313 6.431
O -17.860 -14.705 6.492
C -18.975 -15.472 6.683
C -19.320 -15.658 8.208
C -18.286 -16.413 8.992
N -20.572 -16.453 8.273
H -18.669 -12.953 5.609
H -17.062 -12.953 6.109
H -18.304 -12.896 7.414
H -19.846 -15.080 6.120
H -18.729 -16.422 6.207
H -19.452 -14.626 8.580
H -18.674 -16.674 9.978
H -17.370 -15.768 9.182
H -17.975 -17.371 8.567
H -20.750 -16.533 9.270
H -21.377 -15.982 7.875
C -21.006 -26.852 8.644
O -19.614 -26.799 8.399
C -19.221 -25.665 7.692
C -19.295 -25.844 6.208
C -18.358 -26.915 5.658
N -18.945 -24.597 5.550
H -21.322 -26.032 9.284
H -21.208 -27.706 9.277
H -21.620 -26.917 7.699
H -19.709 -24.775 8.038
H -18.195 -25.583 8.022
H -20.314 -26.186 5.959
H -18.437 -27.008 4.581
H -18.644 -27.842 6.134
H -17.329 -26.739 5.902
H -18.779 -24.742 4.583
H -19.657 -23.901 5.713
C -14.796 -21.519 11.989
O -15.164 -20.441 11.130
C -14.425 -19.240 11.178
C -14.700 -18.331 10.006
C -14.417 -18.892 8.654
N -13.876 -17.120 10.155
H -15.308 -21.503 12.961
H -13.705 -21.544 12.176
H -15.124 -22.464 11.539
H -14.732 -18.676 12.065
H -13.306 -19.385 11.218
H -15.776 -18.152 10.130
H -14.993 -19.821 8.545
H -13.348 -18.992 8.484
H -14.737 -18.114 7.932
H -14.112 -16.623 10.983
H -13.854 -16.547 9.344
C -23.148 -13.864 8.681
O -23.239 -15.205 9.181
C -22.895 -15.290 10.568
C -23.287 -16.617 11.120
C -22.851 -16.773 12.559
N -22.698 -17.739 10.416
H -22.127 -13.486 8.821
H -23.930 -13.183 9.068
H -23.289 -13.917 7.591
H -21.815 -15.140 10.729
H -23.460 -14.542 11.156
H -24.345 -16.532 10.958
H -23.026 -17.703 13.067
H -23.233 -15.979 13.182
H -21.781 -16.619 12.616
H -21.772 -18.007 10.701
H -22.577 -17.678 9.387
C -17.513 -22.107 7.521
O -18.395 -21.785 8.540
C -17.999 -20.533 9.052
C -18.931 -20.077 10.201
C -19.042 -21.093 11.343
N -20.290 -19.659 9.752
H -17.691 -21.521 6.620
H -17.661 -23.135 7.162
H -16.461 -22.065 7.792
H -16.978 -20.612 9.371
H -17.907 -19.819 8.304
H -18.389 -19.214 10.646
H -19.721 -20.676 12.094
H -18.041 -21.297 11.746
H -19.536 -21.986 10.959
H -20.751 -20.414 9.245
H -20.215 -18.905 9.092
```